71
Properties=species:S:1:pos:R:3 method="wB97M-V/def2-TZVPD" relative_energy_ev=0.000 total_charge=+3 multiplicity=3 s_squared=2.003 largest_force_ev_per_a=2.56
Pr -0.632 -0.051 -0.287
P 1.689 0.951 1.155
P -1.118 2.295 -1.720
P 1.525 -0.512 -2.123
H -1.901 -2.636 0.046
C -0.879 -2.956 -0.160
C 0.067 -2.875 0.798
H -0.176 -2.542 1.815
C 1.474 1.386 2.919
C 2.417 2.515 0.579
C 3.176 -0.095 1.350
C -2.561 1.963 -2.816
C -1.915 3.550 -0.659
C -0.066 3.276 -2.787
C 2.392 -2.117 -1.940
C 2.880 0.629 -2.573
C 0.727 -0.787 -3.744
H -0.702 -3.392 -1.141
H 1.103 -3.206 0.653
H 1.294 0.491 3.527
H 0.645 2.086 3.061
H 2.401 1.859 3.268
H 1.660 3.306 0.590
H 2.828 2.424 -0.430
H 3.219 2.778 1.276
H 2.921 -1.011 1.906
H 3.901 0.494 1.933
H 3.616 -0.368 0.381
H -2.944 2.896 -3.275
H -3.373 1.411 -2.308
H -2.084 1.360 -3.596
H -2.488 4.243 -1.298
H -1.112 4.082 -0.129
H -2.574 3.045 0.061
H -0.608 4.133 -3.189
H 0.323 2.686 -3.620
H 0.780 3.639 -2.202
H 2.805 -2.432 -2.911
H 1.691 -2.881 -1.575
H 3.206 -2.011 -1.211
H 3.366 0.279 -3.496
H 3.619 0.665 -1.762
H 2.477 1.639 -2.735
H 1.467 -1.164 -4.469
H 0.258 0.124 -4.143
H -0.071 -1.533 -3.617
C -2.176 -1.197 -5.684
C -3.272 -1.060 -6.567
C -3.617 -2.211 -7.317
C -2.906 -3.407 -7.180
C -1.701 -3.434 -6.471
C -1.274 -2.266 -5.804
O -2.091 -0.364 -4.586
H -2.979 0.063 -4.388
H -3.782 -0.091 -6.560
H -4.455 -2.117 -8.009
H -3.281 -4.312 -7.663
H -1.097 -4.351 -6.436
H -0.267 -2.204 -5.378
S -2.453 0.490 1.704
C -1.765 0.089 3.228
N -1.359 -1.118 3.699
C -1.049 -1.059 5.117
C -1.196 0.421 5.446
N -1.605 1.000 4.188
H -1.464 -1.968 3.174
H -0.031 -1.402 5.297
H -1.734 -1.687 5.691
H -0.249 0.845 5.771
H -1.940 0.606 6.220
H -1.915 1.962 4.061